111
Properties=species:S:1:pos:R:3:lowdin_charge:R:1 method="wB97M-V/def2-TZVPD" e_above_lowest_kcal_mol=25.3 charge=-2 mol_weight_g_mol=917.91 multiplicity=1 orbital_gap_ha=0.245 lumo_ev=3.35
Cs -0.384 -0.266 0.017 1.085
Si -2.166 3.467 0.843 0.409
O 2.993 3.403 -2.223 -0.157
O -1.149 2.538 0.095 -0.511
O -4.507 -6.045 3.443 -0.062
O 2.020 0.902 1.783 -0.052
O 0.994 -0.966 -2.751 -0.073
O 1.283 -2.990 0.934 -0.168
O 1.416 -5.202 1.336 -0.019
O -2.714 -7.373 3.276 -0.102
N 2.990 -0.909 2.839 0.141
N 3.801 -2.617 0.196 0.123
N 5.387 -1.431 -0.853 0.103
N 1.143 -3.179 -2.048 0.098
N -1.219 -2.939 1.487 0.018
C -2.522 -2.802 1.807 -0.114
C -3.624 7.090 -0.719 -0.097
C -6.206 2.559 1.747 -0.108
C 0.540 -0.561 3.094 -0.066
C -1.446 4.263 2.507 -0.573
C -3.340 -6.265 3.084 -0.692
C -5.033 0.513 1.607 -0.105
C 3.083 1.929 -2.287 -0.258
C 7.189 -4.668 -0.908 -0.129
C -0.647 -4.077 1.670 -0.277
C -1.511 -3.958 -3.101 -0.174
C -1.243 -5.229 2.192 0.071
C 1.507 5.315 -2.547 -0.058
C -3.217 6.112 0.168 -0.130
C -2.285 4.869 -1.605 -0.088
C 4.386 1.565 -1.774 -0.119
C -2.577 -5.093 2.538 -0.120
C -6.279 1.175 1.804 -0.073
C -3.283 -3.872 2.332 0.033
C 0.800 -4.602 -2.281 -0.163
C 4.218 -1.406 -0.261 -0.185
C -3.891 1.170 1.301 -0.102
C -0.734 -3.758 -4.432 -0.190
C 4.801 -3.541 -0.132 -0.186
C 1.917 -0.110 2.497 -0.575
C -2.686 5.831 -2.516 -0.101
C -0.345 5.259 2.120 -0.094
C -3.334 6.971 -2.063 -0.114
C -2.449 4.927 3.462 -0.104
C -3.852 2.615 1.235 -0.184
C 1.747 3.793 -2.681 -0.329
C 0.468 -2.752 -4.318 -0.108
C 0.842 -2.189 -2.962 -0.487
C -0.708 -4.858 -2.125 -0.153
C 0.755 -4.126 1.228 -0.592
C 7.051 -3.262 -0.984 -0.028
C 4.966 -4.901 0.002 -0.020
C 6.206 -5.480 -0.347 -0.114
C 5.796 -2.719 -0.692 -0.288
C -5.030 3.277 1.471 -0.117
C -0.843 3.037 3.284 -0.108
C -2.623 4.989 -0.265 -0.214
H 5.257 1.980 -2.321 0.083
H -0.217 0.258 3.046 0.063
H -0.806 -5.926 -2.319 0.114
H -7.110 3.148 1.790 0.087
H -2.451 -4.515 -3.301 0.110
H -2.723 5.908 3.089 0.048
H 0.159 -1.941 -5.002 0.112
H -2.937 0.613 1.227 0.042
H 1.388 -5.114 -1.463 0.138
H -4.924 -0.580 1.724 0.095
H 1.096 -2.916 -1.079 0.068
H 4.624 0.504 -1.915 0.046
H 3.724 -0.442 -0.053 0.118
H 7.777 -2.600 -1.463 0.099
H -7.164 0.677 2.049 0.073
H 1.810 5.638 -1.519 0.089
H -1.928 4.993 4.441 0.075
H 6.312 -6.548 -0.183 0.089
H -3.402 6.303 1.176 0.067
H 1.670 3.564 -3.787 0.118
H -0.812 6.101 1.609 0.064
H 3.888 -0.866 2.342 0.096
H 0.527 5.583 -2.881 0.044
H -3.360 4.237 3.509 0.088
H 4.638 1.873 -0.737 0.098
H -0.923 -4.651 -1.071 0.103
H -2.995 -1.817 1.751 0.071
H -1.764 3.980 -1.967 0.098
H -0.377 -4.673 -4.931 0.109
H -1.546 2.225 3.425 0.060
H -4.295 -3.962 2.640 0.091
H 2.194 5.755 -3.275 0.062
H -0.019 2.567 2.665 0.073
H -0.631 -6.229 2.285 0.169
H -1.801 -3.005 -2.636 0.115
H -0.355 3.315 4.212 0.067
H 0.677 -0.749 4.122 0.060
H 4.204 -5.477 0.515 0.102
H 1.457 -3.156 -4.743 0.144
H 8.163 -5.118 -1.130 0.084
H -1.514 -3.372 -5.095 0.094
H 0.305 4.848 1.402 0.058
H -5.162 4.351 1.358 0.096
H 2.301 1.430 -1.670 0.114
H 2.783 -1.913 3.027 0.119
H 2.805 -2.894 0.531 0.099
H 2.887 1.609 -3.329 0.128
H -3.787 7.618 -2.779 0.081
H -4.243 7.915 -0.435 0.087
H 0.995 3.087 -2.210 0.123
H 0.189 5.645 2.978 0.074
H 0.275 -1.530 2.649 0.030
H -2.447 5.702 -3.551 0.087
H 1.139 -4.856 -3.236 0.081

25
Properties=species:S:1:pos:R:3:nbo_charge:R:1 method="wB97M-V/def2-TZVPD" e_above_lowest_kcal_mol=99.1 mol_weight_g_mol=197.99 multiplicity=1 orbital_gap_ha="0.335 / 0.335" lumo_ev="0.45 / 0.45"
O -3.755 0.745 -0.169 -0.896
O -0.820 -2.976 -0.139 -0.625
O -3.233 -1.411 0.445 -0.901
O 2.957 -0.421 -0.256 -0.626
N 1.095 -1.641 -0.048 -0.507
N 1.030 0.858 -0.165 -0.449
C 1.889 2.009 -0.210 -0.414
C 1.987 -2.748 0.181 -0.412
C -0.367 1.020 -0.097 0.161
C 1.714 -0.416 -0.175 0.817
C -1.327 0.125 -0.365 -0.321
C -0.237 -1.921 -0.249 0.715
C -0.854 2.458 0.192 -0.633
B -2.860 -0.253 -0.121 1.053
H -4.692 0.540 0.136 0.507
H 2.546 -2.906 -0.745 0.215
H 1.280 2.795 -0.704 0.206
H 2.696 -2.535 0.940 0.223
H -2.676 -2.209 0.307 0.527
H 2.783 1.707 -0.820 0.254
H 1.260 -3.499 0.454 0.226
H -0.094 2.792 0.937 0.215
H 2.231 2.362 0.776 0.201
H -0.685 3.012 -0.651 0.214
H -1.866 2.515 0.547 0.250

69
Properties=species:S:1:pos:R:3:nbo_charge:R:1 method="wB97M-V/def2-TZVPD" e_above_lowest_kcal_mol=95.1 mol_weight_g_mol=729.84 multiplicity=1 orbital_gap_ha="0.216 / 0.216" lumo_ev="-0.14 / -0.14"
Y 0.106 0.247 -0.052 1.518
S 1.145 -0.748 -2.564 0.273
S 1.763 1.858 1.244 -0.351
S -3.374 0.491 0.118 0.316
S -1.389 2.147 1.427 0.297
S -0.051 2.254 -2.002 -0.397
N -1.852 -0.230 -1.951 -0.494
N -3.220 -0.376 3.959 -0.832
N -1.686 -1.059 2.466 -0.251
N 1.675 -1.434 0.459 -0.665
N -0.752 -1.296 1.659 -0.297
C -2.898 -1.025 2.816 0.191
C 2.046 0.728 -2.987 -0.156
C -0.227 5.910 0.499 -0.247
C 0.975 3.412 0.966 -0.113
C -1.443 -5.606 3.324 -0.218
C 2.166 -3.558 1.459 -0.265
C 3.311 0.560 -3.544 -0.228
C -3.067 0.217 -1.610 0.076
C 1.742 4.535 0.661 -0.224
C 2.931 -1.407 -0.018 0.078
C -2.556 -0.141 -4.232 -0.235
C -0.449 -3.468 2.802 -0.082
C 1.149 5.764 0.420 -0.195
C -0.232 -0.803 -3.732 -0.572
C 1.539 2.003 -2.681 -0.166
C -1.055 -4.652 2.393 -0.149
C 3.855 -2.392 0.209 -0.317
C -0.413 3.582 1.042 -0.232
C -1.594 -0.370 -3.253 0.258
C 1.266 -2.482 1.231 0.208
C -1.009 4.814 0.827 -0.155
C 3.616 2.931 -3.526 -0.180
C -0.641 -4.200 5.097 -0.210
C -0.247 -3.253 4.165 -0.198
C 2.361 3.099 -2.971 -0.221
C -3.817 0.280 -3.866 -0.136
C -1.238 -5.381 4.677 -0.218
C -4.077 0.474 -2.520 -0.255
C -0.017 -2.444 1.820 -0.019
C 4.102 1.661 -3.818 -0.245
C -2.795 2.224 0.277 -0.667
C 3.437 -3.504 0.960 -0.141
H 0.047 -0.203 -4.598 0.258
H -4.578 0.469 -4.611 0.227
H -2.544 0.129 4.514 0.372
H 5.085 1.531 -4.249 0.216
H -2.465 2.612 -0.686 0.263
H -4.181 -0.338 4.232 0.390
H 3.664 -0.442 -3.754 0.222
H -1.224 -4.819 1.337 0.207
H -1.911 -6.524 2.992 0.209
H 2.816 4.424 0.595 0.225
H 1.837 -4.399 2.053 0.230
H 4.857 -2.308 -0.184 0.221
H -0.294 -1.841 -4.066 0.249
H -2.084 4.921 0.911 0.201
H -3.606 2.831 0.670 0.235
H 3.195 -0.523 -0.591 0.211
H -5.037 0.821 -2.167 0.238
H 4.227 3.802 -3.729 0.214
H -0.477 -4.021 6.152 0.211
H -1.543 -6.123 5.403 0.211
H 0.226 -2.334 4.489 0.216
H 1.995 4.089 -2.734 0.228
H 1.771 6.615 0.171 0.213
H -0.691 6.871 0.319 0.213
H -2.296 -0.281 -5.273 0.224
H 4.125 -4.318 1.156 0.215

71
Properties=species:S:1:pos:R:3:lowdin_charge:R:1 method="wB97M-V/def2-TZVPD" e_above_lowest_kcal_mol=0.0 charge=+2 mol_weight_g_mol=843.34 multiplicity=1 orbital_gap_ha=0.253 lumo_ev=-6.58
W 0.580 0.378 0.239 1.693
Cl 0.847 0.388 -5.344 0.813
Cl 0.980 -4.168 -1.135 0.762
Cl 1.337 -2.531 -6.280 0.747
Cl 1.367 -4.855 -4.188 0.745
S 0.977 2.613 -0.587 0.788
Si -1.281 1.547 -3.094 0.451
O 2.708 0.161 -0.129 -0.172
O 0.582 -1.342 -0.637 -0.314
O -1.089 0.654 0.191 -0.408
O 0.025 0.578 -2.387 -0.260
N 1.544 1.525 1.908 -0.114
N 2.208 2.720 1.794 0.025
N -2.886 -0.465 2.406 -0.083
N 4.660 -0.340 -1.105 0.225
N 2.566 4.478 0.385 0.123
N 3.403 -2.004 -0.121 0.221
N 0.388 -0.704 1.933 -0.097
C 1.681 0.929 3.048 -0.238
C 0.965 -0.323 3.149 -0.260
C -4.317 -0.192 2.150 0.032
C -0.724 -1.665 1.941 -0.245
C -0.802 -2.457 3.223 -0.016
C -2.418 2.147 -1.746 -0.176
C -2.308 0.402 -4.146 -0.144
C -0.502 3.004 -3.944 -0.186
C -2.368 0.242 3.586 0.042
C 0.732 -0.905 -4.221 -0.590
C 0.413 -0.636 -2.891 -0.286
C 2.503 1.509 4.143 0.013
C 1.019 -2.209 -4.631 -0.687
C -0.050 -2.187 4.285 -0.042
C 0.585 -1.653 -1.955 -0.321
C 2.003 3.296 0.650 -0.769
C 1.052 -3.248 -3.698 -0.697
C -2.166 -1.159 1.590 -0.189
C 3.562 -0.721 -0.453 -0.567
C -2.766 -1.743 0.360 0.018
C 0.814 -1.029 4.283 0.007
C 0.868 -2.952 -2.352 -0.598
H -4.389 0.629 1.436 0.119
H 1.293 -0.713 5.195 0.118
H 3.120 4.933 1.093 0.126
H -0.529 -2.374 1.133 0.118
H -0.111 -2.804 5.171 0.126
H 4.787 0.642 -1.282 0.135
H 3.509 1.703 3.769 0.102
H -2.690 1.279 3.497 0.120
H -3.115 2.824 -2.250 0.058
H 5.414 -0.970 -1.318 0.133
H -2.814 -0.341 -3.525 0.045
H -4.777 0.097 3.090 0.108
H 2.411 4.946 -0.489 0.105
H 2.096 2.476 4.438 0.106
H -3.530 -1.111 -0.084 0.094
H -3.004 1.339 -1.310 0.020
H 2.558 0.854 5.005 0.078
H -1.289 0.190 3.632 0.072
H 4.031 -2.715 -0.458 0.133
H -3.087 1.024 -4.599 0.057
H -2.804 -0.199 4.481 0.122
H -1.989 -1.937 -0.376 0.087
H -4.814 -1.078 1.769 0.105
H 0.587 2.970 -3.919 0.021
H 2.497 -2.305 0.200 0.071
H -0.831 3.924 -3.457 0.042
H -0.803 3.052 -4.991 0.044
H -1.923 2.702 -0.953 0.008
H -3.218 -2.708 0.623 0.131
H -1.795 -0.109 -4.956 0.018
H -1.479 -3.303 3.213 0.132

15
Properties=species:S:1:pos:R:3:nbo_charge:R:1 method="wB97M-V/def2-TZVPD" e_above_lowest_kcal_mol=166.1 mol_weight_g_mol=100.12 multiplicity=1 orbital_gap_ha=0.379 lumo_ev=0.93
O -0.827 0.771 1.476 -0.495
N 0.386 2.070 -0.049 -0.140
N 0.448 1.332 0.830 0.023
C 0.504 -1.653 -0.828 -0.302
C -0.174 0.241 -2.490 -0.718
C -0.484 -0.353 2.368 -0.287
C 0.179 -0.848 -1.638 0.034
H 0.530 -2.590 -0.342 0.233
H -0.763 -1.145 1.755 0.208
H 0.538 0.364 -3.439 0.234
H 0.036 1.218 -1.970 0.271
H -1.166 0.254 -2.920 0.247
H 0.551 -0.351 2.539 0.148
H -0.923 -0.090 3.322 0.208
H 1.165 0.779 1.387 0.336

9
Properties=species:S:1:pos:R:3:nbo_charge:R:1 method="wB97M-V/def2-TZVPD" e_above_lowest_kcal_mol=84.9 mol_weight_g_mol=72.06 multiplicity=1 orbital_gap_ha="0.311 / 0.270" lumo_ev="-0.20 / -0.93"
O 2.296 0.993 0.373 -0.543
O -1.040 -0.146 0.440 -0.347
C -1.137 -0.722 -0.703 -0.011
C 1.267 0.359 0.215 0.273
C -0.031 0.706 0.708 -0.037
H -1.807 -1.574 -0.765 0.182
H 1.280 -0.649 -0.286 0.106
H -0.619 -0.299 -1.556 0.173
H -0.208 1.333 1.574 0.202

73
Properties=species:S:1:pos:R:3:lowdin_charge:R:1 method="wB97M-V/def2-TZVPD" e_above_lowest_kcal_mol=0.0 mol_weight_g_mol=888.38 multiplicity=1 orbital_gap_ha=0.259 lumo_ev=-0.31
Pt 1.124 -0.042 -0.421 0.777
Sb 1.387 0.619 3.050 1.401
Br 2.416 -2.091 -0.513 0.850
O -3.573 -2.327 -5.538 -0.078
O 0.125 1.715 -0.362 -0.255
N -0.860 -0.756 -0.125 -0.060
N -5.412 1.102 -0.471 0.074
N -5.973 0.369 -1.294 0.065
C 1.780 -2.218 4.241 -0.213
C -5.748 -1.552 -2.687 -0.036
C 0.882 -0.995 4.404 -0.462
C 4.186 2.893 -1.144 -0.074
C 2.708 1.653 4.417 -0.463
C -3.142 0.058 -0.279 -0.102
C 4.097 -1.270 -0.931 -0.543
C 5.299 0.769 -1.288 -0.169
C -3.741 -0.418 -4.206 0.015
C -3.988 1.191 -0.391 -0.256
C -2.681 -2.286 -0.009 -0.028
C 2.864 0.881 -0.777 -0.308
C -4.278 0.285 -3.152 -0.013
C 4.097 1.027 4.490 -0.209
C -2.049 2.656 -0.329 0.000
C 2.963 2.249 -0.855 -0.109
C -1.308 -1.986 -0.022 -0.122
C -0.346 1.811 3.524 -0.452
C 5.197 -2.042 -1.124 -0.119
C -3.589 -1.274 -0.132 0.010
C -5.192 -2.282 -3.729 -0.015
C -0.252 3.214 2.928 -0.200
C -3.873 -3.692 -5.761 -0.082
C -4.175 -1.715 -4.488 -0.283
C 6.413 -1.385 -1.417 -0.079
C -3.433 2.447 -0.334 -0.019
C -5.275 -0.293 -2.359 -0.294
C 4.063 0.134 -0.997 -0.238
C -1.178 1.579 -0.337 -0.357
C 5.330 2.180 -1.360 -0.047
C 6.457 -0.023 -1.495 -0.031
C -1.751 0.272 -0.252 -0.145
H -0.569 -2.769 0.088 0.095
H 2.080 2.852 -0.690 0.084
H -3.727 -4.282 -4.853 0.094
H -4.108 3.295 -0.339 0.118
H 5.150 -3.120 -1.056 0.103
H -1.219 1.282 3.133 0.040
H -3.184 -4.032 -6.528 0.092
H -1.163 3.788 3.108 0.067
H -6.566 -1.961 -2.107 0.116
H 2.824 -1.984 4.459 0.048
H 0.578 3.773 3.365 0.057
H 6.266 2.676 -1.586 0.109
H -0.088 3.171 1.850 0.039
H 4.557 0.963 3.501 0.059
H -2.974 0.018 -4.832 0.124
H -4.899 -3.821 -6.116 0.095
H -0.446 1.844 4.611 0.049
H -3.933 1.291 -2.957 0.119
H 2.772 2.687 4.072 0.038
H 0.920 -0.606 5.424 0.047
H 1.482 -3.032 4.905 0.063
H 7.307 -1.974 -1.576 0.104
H -1.642 3.658 -0.324 0.119
H 1.746 -2.598 3.216 0.048
H 7.390 0.479 -1.718 0.113
H -0.159 -1.256 4.201 0.041
H -2.999 -3.312 0.107 0.109
H 2.226 1.667 5.398 0.048
H -5.577 -3.266 -3.955 0.102
H -4.649 -1.487 -0.105 0.114
H 4.058 0.014 4.897 0.048
H 4.210 3.975 -1.199 0.103
H 4.767 1.607 5.128 0.063

9
Properties=species:S:1:pos:R:3:nbo_charge:R:1 method="wB97M-V/def2-TZVPD" e_above_lowest_kcal_mol=0.0 charge=-1 mol_weight_g_mol=116.12 multiplicity=1 orbital_gap_ha=0.250 lumo_ev=3.94
S -2.301 0.553 0.025 -0.521
O 1.335 -0.872 -0.011 -0.474
O 2.552 1.039 0.055 -0.693
N 0.237 1.030 -0.001 -0.615
C -0.017 -1.157 -0.002 -0.097
C 1.457 0.488 -0.040 0.846
C -0.721 -0.016 -0.060 -0.047
H 0.157 1.936 -0.355 0.411
H -0.432 -2.078 0.206 0.191

85
Properties=species:S:1:pos:R:3:lowdin_charge:R:1 method="wB97M-V/def2-TZVPD" mol_weight_g_mol=527.78 multiplicity=1 orbital_gap_ha=0.251 lumo_ev=-1.24
S -2.154 0.189 0.358 0.871
O 4.334 -2.262 2.501 0.019
O 3.184 1.423 4.320 0.157
O 4.288 -1.987 4.763 0.023
O 3.534 1.086 2.123 0.162
N 0.077 -2.210 3.390 0.170
N -4.190 -3.118 -2.600 -0.199
N 2.284 -0.322 -2.226 -0.193
N -1.678 -0.725 2.922 0.117
N 1.432 5.076 3.334 -0.196
C -6.014 -2.905 -4.269 -0.091
C 2.341 4.643 2.284 -0.267
C 3.688 5.347 2.331 -0.082
C -1.922 -0.287 1.801 -0.739
C 1.178 6.505 3.400 -0.244
C 0.645 0.041 3.112 0.087
C 3.059 -0.750 -4.543 -0.091
C 0.277 4.215 3.480 -0.247
C -0.306 -0.953 3.155 -0.268
C 3.847 -2.012 3.612 -0.724
C -1.917 -4.299 -2.764 -0.072
C 2.293 -0.759 -0.837 -0.232
C -4.947 -5.496 -2.024 -0.081
C 3.000 0.801 3.156 -0.495
C 1.978 -0.288 3.269 -0.017
C -4.959 -3.990 -1.728 -0.249
C 0.604 7.191 2.153 -0.081
C -0.717 4.126 2.313 -0.080
C -4.539 -3.172 -4.009 -0.273
C 1.367 -1.911 -0.425 -0.070
C -0.150 -0.385 -3.032 -0.092
C 1.110 0.411 -2.655 -0.244
C 1.374 -2.554 3.566 0.044
C -2.759 -3.082 -2.363 -0.257
C 2.780 -1.317 -3.159 -0.271
C 2.367 -1.617 3.488 -0.035
H -0.641 -2.923 3.413 0.183
H -4.022 -5.974 -1.705 0.054
H -6.192 -2.846 -5.344 0.073
H -2.367 -2.209 -2.893 0.090
H 3.534 -1.512 -5.163 0.072
H -1.383 3.273 2.473 0.058
H 2.103 -2.182 -3.262 0.101
H -0.858 -4.032 -2.735 0.063
H -6.652 -3.698 -3.877 0.064
H -6.321 -1.960 -3.819 0.079
H -0.260 4.510 4.386 0.115
H -4.265 -4.129 -4.481 0.103
H -5.764 -5.981 -1.487 0.071
H 3.731 0.106 -4.480 0.080
H -5.087 -5.702 -3.085 0.067
H 2.116 7.000 3.661 0.102
H 0.319 -1.604 -0.374 0.029
H -0.211 3.972 1.359 0.068
H 4.359 4.900 1.596 0.077
H 1.119 6.877 1.243 0.067
H 2.506 3.570 2.419 0.095
H -2.597 -2.875 -1.299 0.100
H 1.665 -2.261 0.568 0.059
H -1.345 5.012 2.232 0.058
H 0.068 -1.230 -3.687 0.067
H 1.577 -3.599 3.744 0.158
H -2.143 -4.634 -3.776 0.070
H 1.916 4.762 1.275 0.106
H -0.848 0.265 -3.565 0.076
H 3.938 2.026 4.198 0.148
H 2.080 0.112 -0.211 0.102
H -3.951 -2.401 -4.515 0.118
H 3.318 -1.045 -0.589 0.120
H 0.516 6.684 4.250 0.114
H 1.440 -2.762 -1.104 0.067
H 3.714 -1.707 -2.747 0.121
H 2.148 -0.437 -5.054 0.062
H 0.868 1.122 -1.859 0.110
H 0.358 1.066 2.925 0.128
H 4.143 5.246 3.317 0.079
H -0.666 -0.765 -2.150 0.012
H -5.996 -3.649 -1.741 0.100
H -4.615 -3.818 -0.704 0.112
H 3.608 6.408 2.096 0.065
H 1.380 1.031 -3.514 0.102
H 0.661 3.208 3.684 0.089
H -0.460 6.997 2.025 0.054
H 0.728 8.272 2.240 0.072
H -2.057 -5.139 -2.084 0.057

18
Properties=species:S:1:pos:R:3:mulliken_spin:R:1 method="wB97M-V/def2-TZVPD" e_above_lowest_kcal_mol=30.6 mol_weight_g_mol=103.14 multiplicity=2 orbital_gap_ha="0.422 / 0.264" lumo_ev="0.84 / -3.15"
O -3.056 -0.346 -0.152 0.464
O -1.241 -1.227 -1.054 0.223
C -0.846 0.289 1.758 -0.012
C -1.929 -0.794 -0.183 -0.036
C 1.837 -0.173 -1.297 0.000
C -1.402 -1.103 1.372 0.305
C 1.533 1.309 -1.314 0.001
H 0.875 -0.856 -1.564 0.001
H -1.430 0.800 2.432 0.006
H -0.646 1.047 0.883 0.022
H -0.531 -1.748 1.255 0.010
H 2.074 -0.529 -0.183 0.000
H 2.533 -0.355 -2.128 0.000
H 2.525 1.760 -1.233 0.000
H 0.767 1.664 -0.519 0.000
H -2.210 -1.528 1.937 0.000
H 0.999 1.612 -2.226 0.000
H 0.147 0.176 2.214 0.017